{
  "formula": "C28H37BIrNO3",
  "method": "ωB97M-V/def2-TZVPD",
  "total_energy_ev": -40772.7911,
  "spin_multiplicity": 6,
  "e_homo_ev": [-8.70, -11.66],
  "total_charge": 1,
  "homo_lumo_gap_ev": [6.5, 5.9],
  "elements": ["H", "H", "B", "H", "H", "C", "H", "H", "H", "H", "C", "C", "H", "C", "C", "Ir", "H", "C", "H", "H", "C", "H", "C", "H", "H", "C", "H", "C", "H", "C", "H", "H", "C", "C", "H", "H", "H", "H", "C", "H", "C", "C", "N", "O", "C", "H", "H", "C", "H", "C", "H", "C", "C", "C", "O", "C", "C", "O", "H", "C", "H", "C", "H", "H", "H", "H", "H", "H", "C", "H", "C"],
  "xyz": [[-2.87, 3.80, 2.15], [0.63, 5.85, 2.51], [-0.01, 1.71, 1.54], [-0.46, 3.12, 4.87], [1.26, -1.72, 2.60], [-2.73, -2.92, -4.80], [-2.65, -0.67, -1.24], [-2.56, -2.73, -5.87], [1.24, -2.91, -2.23], [2.67, 3.50, 3.03], [1.17, -4.17, 1.02], [0.98, -3.10, -0.08], [0.11, 5.34, 0.91], [-3.97, -2.50, -2.76], [-2.19, -4.14, -2.75], [0.33, 0.07, 0.44], [1.08, -4.57, -1.64], [-0.85, 3.39, 2.74], [-1.86, 1.56, 0.02], [0.32, 2.47, -1.09], [1.66, -1.25, 1.71], [-3.80, -2.59, -0.19], [-3.17, -3.40, -2.06], [0.86, -5.16, 0.67], [0.59, -3.92, 1.91], [-1.47, -3.06, 0.69], [-4.32, -4.29, -0.50], [2.54, 0.32, 0.24], [2.53, -1.05, -1.55], [-1.16, 3.63, 4.20], [-1.10, 4.71, 4.44], [-1.57, -4.86, -2.20], [1.63, 3.46, 3.42], [1.53, -3.59, -1.42], [-4.40, -1.54, -4.65], [0.93, 0.82, -3.20], [2.63, -3.67, -1.38], [-1.84, 5.24, 2.21], [0.63, 3.72, 2.29], [-0.53, -1.60, -0.40], [-1.22, 0.90, -0.56], [0.18, 0.66, -2.44], [-2.38, -4.08, 0.27], [-0.98, 1.98, 2.48], [1.68, -1.83, 0.39], [-1.05, -0.94, -3.39], [1.83, 5.29, 1.33], [-1.94, -3.85, -4.11], [1.47, 2.46, 3.87], [-3.49, -3.58, -0.58], [2.23, -4.19, 1.29], [-1.86, 4.18, 1.94], [-1.74, -0.12, -1.45], [2.22, 0.07, 1.64], [0.87, 2.76, 1.25], [-0.89, -0.27, -2.55], [-3.76, -2.26, -4.12], [-1.48, -2.43, 1.75], [-4.73, -1.94, -2.21], [-0.03, 1.45, -1.28], [2.89, 1.28, -0.18], [0.82, 5.11, 1.72], [-2.59, -4.74, 1.04], [2.34, 0.77, 2.45], [-1.67, 4.11, 0.87], [1.55, 4.19, 4.23], [-1.11, -4.36, -4.63], [-2.19, 3.30, 4.42], [-0.50, -2.71, -0.38], [-0.88, -2.98, -1.38], [2.30, -0.89, -0.49]]
}

***

{
  "formula": "C28H37BNO3V",
  "method": "ωB97M-V/def2-TZVPD",
  "total_energy_ev": -63632.2542,
  "spin_multiplicity": 3,
  "e_homo_ev": [-5.60, -7.04],
  "homo_lumo_gap_ev": [5.8, 7.2],
  "elements": ["C", "H", "H", "C", "C", "C", "C", "C", "H", "C", "C", "H", "C", "H", "H", "C", "C", "H", "H", "H", "C", "H", "C", "V", "C", "H", "H", "C", "H", "C", "C", "C", "H", "O", "N", "C", "O", "H", "H", "H", "C", "C", "H", "H", "H", "C", "H", "H", "H", "C", "C", "H", "C", "H", "H", "H", "H", "H", "H", "H", "H", "C", "H", "B", "C", "H", "H", "H", "H", "C", "O"],
  "xyz": [[0.25, -2.52, -0.31], [0.26, 1.53, 6.28], [0.13, -2.92, -3.08], [2.32, -0.19, 1.28], [2.11, 2.33, -3.90], [0.45, -0.75, 4.86], [2.48, -0.92, 0.08], [-0.02, 0.61, 4.37], [-2.04, 2.54, 5.22], [1.91, 1.13, 0.94], [-2.89, -1.47, -2.27], [-2.29, 2.12, -2.91], [0.34, -2.53, 1.11], [1.69, 1.58, 5.23], [-0.88, 2.82, -4.70], [-2.08, 2.15, 4.20], [-0.96, 0.81, -2.06], [-2.32, 0.16, 6.08], [0.55, -0.71, -2.06], [2.64, -0.53, 2.26], [-1.39, -1.70, -2.10], [-3.37, -2.44, -2.08], [-0.47, -0.52, -2.46], [0.14, -0.27, 0.15], [-2.43, -0.15, 5.04], [-1.21, -2.45, -4.11], [-0.07, 0.19, -5.35], [-1.58, 0.71, 4.14], [2.01, -1.19, -5.55], [2.06, -0.17, -5.14], [3.31, 1.68, -4.22], [1.81, 1.21, -0.47], [4.23, -0.11, -5.02], [-1.74, 0.24, 2.80], [-1.39, 1.66, -3.03], [-0.94, -2.16, 1.63], [-0.81, 1.07, -0.81], [-3.48, -0.03, 4.75], [1.17, -2.91, 1.69], [0.96, -2.91, -1.04], [0.60, 1.67, 5.25], [2.19, -0.05, -1.01], [-3.13, 2.18, 3.89], [-0.27, -0.54, -3.52], [-3.30, -0.73, -1.58], [-0.96, -2.78, -3.09], [2.89, -1.93, -0.01], [2.13, 3.32, -3.42], [2.30, -0.29, -2.06], [0.88, 1.74, -4.21], [3.29, 0.41, -4.81], [-2.17, -1.21, 4.94], [-0.39, 2.44, -3.80], [-2.85, -1.59, 0.56], [1.59, 2.10, -1.04], [0.33, 2.69, 4.92], [-0.11, 3.26, -3.13], [1.89, 1.99, 1.59], [0.15, -0.88, 5.91], [-1.27, -2.34, 2.64], [-3.14, -1.17, -3.30], [0.88, 0.57, -4.98], [1.54, -0.80, 4.80], [-0.50, 0.35, 2.17], [-1.79, -1.83, 0.53], [0.04, -1.58, 4.27], [-1.46, -3.72, -2.88], [-1.52, 2.82, 3.53], [4.27, 2.17, -4.00], [-1.05, -2.06, -0.67], [0.48, 0.81, 3.05]]
}

***

{
  "formula": "C28H37ClN4P2Sn",
  "method": "ωB97M-V/def2-TZVPD",
  "total_energy_ev": -72518.9502,
  "e_homo_ev": [-7.24, -5.54],
  "homo_lumo_gap_ev": [7.3, 5.1],
  "elements": ["H", "C", "C", "H", "H", "C", "Sn", "H", "H", "C", "H", "H", "C", "C", "N", "H", "H", "C", "C", "N", "C", "C", "C", "Cl", "P", "C", "H", "C", "C", "C", "N", "H", "H", "H", "H", "H", "C", "N", "H", "H", "H", "H", "C", "C", "H", "H", "C", "H", "H", "H", "P", "H", "C", "C", "C", "H", "C", "C", "H", "H", "H", "C", "H", "H", "H", "H", "H", "H", "C", "H", "C", "H", "C"],
  "xyz": [[0.58, -0.03, -2.87], [1.79, -2.32, 5.45], [-2.04, 2.67, -1.99], [0.42, 2.17, -1.56], [-1.87, 3.42, -1.22], [-0.01, 0.67, 2.00], [-0.31, -1.73, -1.33], [2.55, -1.36, 3.55], [4.50, 2.31, -0.35], [-4.31, 3.38, 1.89], [0.12, -3.05, 6.79], [-0.49, 2.29, 0.55], [-2.16, 2.82, -3.38], [-0.41, -2.01, 4.91], [0.79, -1.92, 1.30], [-2.62, -4.38, -0.25], [2.67, -2.64, 5.98], [1.71, -3.41, -0.18], [1.41, 0.67, -2.72], [-3.29, 1.76, 0.67], [2.55, 2.45, -1.34], [1.93, -1.36, 0.76], [-0.50, 1.19, 0.62], [-2.53, -3.21, 1.82], [-0.41, -1.08, 2.42], [2.49, -2.24, -0.14], [3.16, 1.81, 0.66], [-2.74, -1.99, -1.28], [2.51, 0.64, -3.75], [-4.66, 1.72, 0.36], [-2.19, 1.31, -1.66], [1.05, 0.89, 2.16], [1.96, -4.29, -0.78], [-0.58, 1.18, 2.80], [-2.10, 3.75, -3.93], [2.41, -0.22, -4.42], [1.75, -1.68, 4.22], [0.40, -1.51, 3.86], [-2.51, -0.45, -2.90], [0.24, 0.84, -0.13], [-4.48, 4.15, 2.61], [2.15, 3.33, -0.81], [0.66, -3.22, 0.74], [1.36, 1.67, -1.85], [-6.38, 2.83, 1.18], [3.15, 2.90, -2.13], [-5.31, 2.67, 1.13], [4.19, -0.28, 0.22], [-1.31, -5.01, 0.88], [0.10, -3.95, 1.31], [-2.16, 0.61, 0.07], [-2.92, -3.06, -1.28], [3.95, 0.61, -3.15], [-3.08, 2.83, 1.56], [-2.38, 1.51, -3.93], [2.41, 1.52, -4.40], [3.88, 0.31, -0.65], [0.42, -2.54, 5.88], [-2.08, 3.04, 1.93], [4.61, 0.14, -3.90], [2.27, -0.43, 1.20], [-2.38, 0.63, -2.86], [-3.45, -1.60, -2.04], [4.31, -1.22, -2.10], [3.33, -2.04, -0.77], [-3.06, -1.63, -0.30], [4.31, 1.64, -3.03], [-1.50, -2.00, 4.85], [-1.95, -4.18, 0.57], [-2.47, 1.21, -4.97], [3.56, 1.72, -0.36], [-5.05, 0.96, -0.31], [4.01, -0.19, -1.89]]
}